C26H39ClN4O7P | ωB97M-V with the def2-TZVPD basis set

Values from the calculation:
frontier orbital gap: 6.738 eV
HOMO energy: -0.4184 hartree
net charge: +1
calculated total energy: -2561.0337 Ha
LUMO: -4.65 eV

```
78
C26H39ClN4O7P (ωB97M-V with the def2-TZVPD basis set)
O 1.8015 0.4485 5.2690
P 1.2704 1.7184 4.4437
Cl -0.2932 2.4228 5.5608
C 0.3414 0.8743 3.0548
N 0.5196 -0.4220 2.9631
N -0.0711 -1.0263 1.9417
C -0.8498 -0.4260 1.0601
C -1.0753 0.9454 1.1075
C -1.9086 1.5685 0.0413
C -3.1643 1.0761 -0.2491
C -3.8854 1.6956 -1.2613
C -3.3099 2.7537 -1.9353
C -2.0381 3.1629 -1.5693
N -1.3433 2.5927 -0.5941
C -0.4325 1.6437 2.1270
C -0.5443 3.1064 2.2668
C 0.5814 3.9245 2.2180
C 0.3890 5.2852 2.3452
C -0.9004 5.7652 2.5229
N -1.9826 4.9900 2.5525
C -1.7995 3.6887 2.4164
H 1.1464 -0.2320 5.4825
H 0.0939 -2.0258 1.8702
H -1.2950 -1.0398 0.2804
H -3.5924 0.2465 0.3024
H -4.8788 1.3461 -1.5136
H -3.8457 3.2496 -2.7347
H -1.5656 3.9952 -2.0824
H 1.5724 3.5103 2.0624
H 1.2254 5.9727 2.3144
H -1.0648 6.8323 2.6406
H -2.6876 3.0592 2.4433
C 0.5375 -4.4934 -1.8557
O -0.5498 -5.1200 -1.2085
C -1.0376 -4.4859 -0.0563
C -2.5267 -4.2145 -0.0814
O -2.9425 -3.2783 -1.0557
C -2.9476 -3.6625 -2.4261
C -3.9573 -4.7227 -2.7999
O -3.6339 -5.9803 -2.2459
C -4.7095 -6.6778 -1.6516
H 1.4928 -4.8311 -1.4430
H 0.4981 -4.7662 -2.9090
H 0.4756 -3.4017 -1.7799
H -0.5218 -3.5225 0.1015
H -0.8276 -5.1266 0.8110
H -2.7670 -3.7375 0.8759
H -3.0960 -5.1436 -0.1228
H -1.9487 -3.9436 -2.7651
H -3.2312 -2.7540 -2.9625
H -3.9497 -4.8022 -3.8945
H -4.9594 -4.4029 -2.4942
H -5.4044 -5.9959 -1.1510
H -4.2925 -7.3569 -0.9088
H -5.2608 -7.2647 -2.3917
C 1.5723 0.1083 -1.5717
O 2.6708 0.9572 -1.7765
C 2.3977 2.3498 -1.7714
C 3.3403 3.1269 -0.8720
O 3.2493 2.8409 0.5177
C 3.7387 1.6005 0.9950
C 5.2294 1.3636 0.9048
O 5.6633 1.2139 -0.4283
C 6.8279 1.9377 -0.7741
H 1.1014 -0.1780 -2.5186
H 1.9402 -0.7971 -1.0810
H 0.8194 0.5792 -0.9275
H 1.3602 2.5429 -1.4746
H 2.5317 2.7335 -2.7896
H 3.0494 4.1769 -0.9580
H 4.3691 3.0492 -1.2243
H 3.1915 0.7688 0.5402
H 3.4920 1.6035 2.0635
H 5.4413 0.4360 1.4532
H 5.7612 2.1788 1.4072
H 6.8639 2.9072 -0.2680
H 6.8026 2.1078 -1.8495
H 7.7329 1.3747 -0.5286
```

Atom charges from the Löwdin analysis, given in e for atoms 1 to 4: -0.3327, 0.5855, 0.3042, -0.3336